Entry 1:
A 2-piece molecular cluster, C5H13BN2 overall in a non-equilibrium geometry. Source: the OMol25 dataset; level of theory: wB97M-V/def2-TZVPD.

The value obtained for the gap between HOMO and LUMO (spin up / spin down) is 9.870 / 6.465 eV. The largest force on an atom comes out at 4.6 eV/A. The energy relative to the best compared isomer or geometry (same formula, charge and spin) comes out at 119.3 kcal/mol. The multiplicity is 1. The highest occupied orbital energy (spin up / spin down) is -9.29 / -6.84 eV.

CARTESIAN COORDINATES (ANGSTROEM)
1 B 0.069 2.037 -0.155
2 C -2.661 -0.263 0.831
3 C -3.194 -0.099 -0.535
4 C 1.673 -0.874 1.080
5 C 2.080 -0.439 -1.336
6 C 1.087 -0.142 -0.113
7 N -1.819 -0.374 -0.340
8 N 1.098 1.240 0.162
9 H -0.057 3.186 0.012
10 H -2.638 0.670 1.538
11 H -3.045 -1.112 1.437
12 H -3.762 -0.911 -0.913
13 H -3.444 0.787 -1.162
14 H 1.180 -1.755 1.298
15 H 2.682 -1.039 0.909
16 H 1.768 -0.117 1.899
17 H 1.838 -0.023 -2.253
18 H 2.087 -1.548 -1.416
19 H 3.026 -0.253 -1.014
20 H 0.106 -0.541 -0.415
21 H 1.926 1.571 0.486



Entry 2:
An isolated ion of composition C5H13ClFNP and charge +1 in a non-equilibrium geometry. Source: the OMol25 dataset; level of theory: wB97M-V/def2-TZVPD.

As for the net charge: +1. The value obtained for the gap between HOMO and LUMO is 11.410 eV. The largest force on an atom comes out at 1.6 eV/A. The multiplicity is 1. The highest occupied orbital energy is -15.13 eV.

CARTESIAN COORDINATES (ANGSTROEM)
1 C 2.694 -1.087 0.171
2 C 2.205 0.341 0.282
3 N 0.886 0.457 -0.444
4 P -0.183 1.636 0.022
5 Cl 0.334 2.591 1.673
6 C -1.857 0.933 0.280
7 F -2.691 1.977 -0.073
8 C -2.103 -0.255 -0.611
9 C -1.748 -1.593 0.035
10 H 3.495 -1.214 0.878
11 H 3.078 -1.297 -0.811
12 H 1.908 -1.766 0.433
13 H 2.918 0.984 -0.203
14 H 2.103 0.563 1.326
15 H 1.087 0.633 -1.426
16 H -0.354 2.589 -0.988
17 H -2.017 0.716 1.326
18 H -3.152 -0.235 -0.844
19 H -1.555 -0.150 -1.537
20 H -0.758 -1.902 -0.245
21 H -2.421 -2.337 -0.350
22 H -1.867 -1.584 1.106



Entry 3:
A 2-piece molecular cluster, C5H13ClN2O5P overall in a non-equilibrium geometry. Source: the OMol25 dataset; level of theory: wB97M-V/def2-TZVPD.

As for the net charge: -1. The value obtained for the gap between HOMO and LUMO is 9.350 eV. The largest force on an atom comes out at 4.2 eV/A. The energy relative to the best compared isomer or geometry (same formula, charge and spin) comes out at 0.0 kcal/mol. The multiplicity is 1. The highest occupied orbital energy is -6.17 eV.

CARTESIAN COORDINATES (ANGSTROEM)
1 C -3.184 -0.115 0.009
2 C -2.128 -1.192 0.267
3 C -2.626 1.276 -0.122
4 C 3.888 0.578 -0.774
5 C 5.065 0.634 0.217
6 N -2.906 -3.233 -0.428
7 N -2.110 -2.322 -0.727
8 O 2.184 0.913 2.156
9 O 2.364 -1.209 0.660
10 O -1.622 1.206 -1.090
11 O 2.731 1.107 -0.261
12 O 0.317 0.375 0.441
13 P 1.770 0.144 0.711
14 Cl 6.466 -0.183 -0.614
15 H -3.717 -0.509 -0.980
16 H -3.986 -0.118 0.771
17 H -1.139 -0.718 0.075
18 H -2.108 -1.630 1.258
19 H -3.444 1.906 -0.374
20 H -2.236 1.631 0.897
21 H 4.159 0.987 -1.725
22 H 3.782 -0.597 -0.887
23 H 5.260 1.573 0.560
24 H 4.834 0.080 1.157
25 H 1.535 1.637 2.379
26 H -2.819 -3.941 -1.198
27 H -0.853 0.741 -0.625



Entry 4:
A 2-piece molecular cluster, C5H13ClN4O4 overall in a non-equilibrium geometry. Source: the OMol25 dataset; level of theory: wB97M-V/def2-TZVPD.

The value obtained for the gap between HOMO and LUMO is 7.336 eV. The largest force on an atom comes out at 6.0 eV/A. The multiplicity is 1. The highest occupied orbital energy is -8.53 eV.

CARTESIAN COORDINATES (ANGSTROEM)
1 C -2.284 0.348 0.709
2 C -1.601 1.013 -0.625
3 N -0.186 0.566 -0.915
4 N 0.683 0.784 0.140
5 C 0.860 2.199 0.643
6 C 1.043 1.836 2.265
7 N 1.396 0.336 2.357
8 C 1.018 -0.379 1.046
9 N 0.972 -1.742 0.857
10 H -3.447 0.132 0.605
11 H -2.111 1.112 1.599
12 H -1.775 -0.677 0.964
13 H -2.277 0.674 -1.548
14 H -1.726 2.190 -0.546
15 H -0.133 -0.411 -1.279
16 H 1.995 2.423 0.350
17 H 0.070 3.025 0.367
18 H 1.784 2.576 2.832
19 H -0.016 1.840 2.814
20 H 1.042 -0.144 3.239
21 H 0.168 -2.141 0.285
22 H 1.678 -2.393 1.311
23 O 1.284 -3.694 -2.811
24 Cl 0.569 -2.634 -3.494
25 O -0.437 -3.211 -4.364
26 O 1.502 -1.854 -4.284
27 O -0.072 -1.775 -2.517



Entry 5:
A 2-piece molecular cluster, C5H13ClNO2P overall in a non-equilibrium geometry. Source: the OMol25 dataset; level of theory: wB97M-V/def2-TZVPD.

The value obtained for the gap between HOMO and LUMO (spin up / spin down) is 9.366 / 9.367 eV. The largest force on an atom comes out at 4.5 eV/A. The energy relative to the best compared isomer or geometry (same formula, charge and spin) comes out at 46.5 kcal/mol. The multiplicity is 1. The highest occupied orbital energy (spin up / spin down) is -9.21 / -9.21 eV.

CARTESIAN COORDINATES (ANGSTROEM)
1 C -1.434 1.650 -0.949
2 C 0.929 0.511 -1.418
3 C -1.304 -0.696 -1.785
4 C 1.947 -1.540 2.151
5 C -0.571 0.469 -1.175
6 N -0.866 -0.280 0.921
7 O 0.604 1.902 1.481
8 O 1.585 -0.270 2.174
9 P 0.166 0.530 1.926
10 Cl 1.514 -2.358 0.617
11 H -1.454 2.402 -1.679
12 H -2.477 1.278 -0.811
13 H -1.224 2.167 -0.021
14 H 1.379 0.955 -0.634
15 H 1.048 1.265 -2.253
16 H 1.276 -0.493 -1.716
17 H -1.004 -0.470 -2.846
18 H -0.924 -1.675 -1.741
19 H -2.287 -0.603 -1.549
20 H 3.039 -1.608 2.308
21 H 1.411 -2.209 2.918
22 H -0.906 -1.246 0.839
23 H -0.446 0.321 3.244



What did the first record say?
A 2-piece molecular cluster, C5H13BN2 overall in a non-equilibrium geometry. Source: the OMol25 dataset; level of theory: wB97M-V/def2-TZVPD.

The value obtained for the gap between HOMO and LUMO (spin up / spin down) is 9.870 / 6.465 eV. The largest force on an atom comes out at 4.6 eV/A. The energy relative to the best compared isomer or geometry (same formula, charge and spin) comes out at 119.3 kcal/mol. The multiplicity is 1. The highest occupied orbital energy (spin up / spin down) is -9.29 / -6.84 eV.

CARTESIAN COORDINATES (ANGSTROEM)
1 B 0.069 2.037 -0.155
2 C -2.661 -0.263 0.831
3 C -3.194 -0.099 -0.535
4 C 1.673 -0.874 1.080
5 C 2.080 -0.439 -1.336
6 C 1.087 -0.142 -0.113
7 N -1.819 -0.374 -0.340
8 N 1.098 1.240 0.162
9 H -0.057 3.186 0.012
10 H -2.638 0.670 1.538
11 H -3.045 -1.112 1.437
12 H -3.762 -0.911 -0.913
13 H -3.444 0.787 -1.162
14 H 1.180 -1.755 1.298
15 H 2.682 -1.039 0.909
16 H 1.768 -0.117 1.899
17 H 1.838 -0.023 -2.253
18 H 2.087 -1.548 -1.416
19 H 3.026 -0.253 -1.014
20 H 0.106 -0.541 -0.415
21 H 1.926 1.571 0.486



Look up the multiplicity of the second one. 1